Record 1
Here is C5H6O in the gas phase in a non-equilibrium geometry from OMol25. Energies are from ωB97M-V with the def2-TZVPD basis set.

The relative energy (zero: lowest compared OMol25 entry of this formula, charge and spin) comes out at 4.219 eV. For the maximum force, the calculation gives 2.083 eV Å⁻¹. The molar mass is 82.10 g mol⁻¹. The value obtained for the gap between HOMO and LUMO (alpha / beta) is 7.1 / 9.3 eV. The value obtained for the LUMO energy (alpha / beta) is -1.4 / -0.2 eV.

Structure (ORCA input):
```
! RIJCOSX wB97M-V def2-TZVPD def2/J DEFGRID3
* xyz 0 1
C -1.411 -0.021 -0.167
C -1.826 1.168 0.085
C 1.922 0.107 -0.340
C -0.343 -1.073 -0.086
C 0.965 -0.519 0.481
O 3.003 0.542 0.041
H -1.258 1.958 0.566
H -2.834 1.447 -0.177
H 1.680 0.118 -1.424
H -0.723 -1.872 0.555
H -0.183 -1.491 -1.082
H 1.007 -0.365 1.549
*
```

---

Record 2
Here is C5H6O in the gas phase from OMol25. Energies are from ωB97M-V with the def2-TZVPD basis set.

The relative energy (zero: lowest compared OMol25 entry of this formula, charge and spin) comes out at 3.474 eV. For the maximum force, the calculation gives 0.432 eV Å⁻¹. The molar mass is 82.10 g mol⁻¹. The value obtained for the gap between HOMO and LUMO is 7.9 eV. The value obtained for the LUMO energy is -0.7 eV.

Structure (ORCA input):
```
! RIJCOSX wB97M-V def2-TZVPD def2/J DEFGRID3
* xyz 0 1
C -0.906 0.338 -0.390
C -0.290 -0.858 -1.032
C 0.810 -1.296 -0.364
O 0.472 1.826 0.987
C -0.013 0.504 0.860
C 1.160 -0.428 0.728
H -1.978 0.195 -0.202
H -0.803 1.230 -1.019
H -0.678 -1.300 -1.950
H 1.434 -2.121 -0.698
H -0.583 0.205 1.760
H 1.375 1.703 1.320
*
```